Here is 2 unconnected molecules or ions with the total composition C3H8ClN2 from the Open Molecules 2025 dataset. Energies are from the ωB97M-V functional and the def2-TZVPD basis.

```
! wB97M-V def2-TZVPD RIJCOSX def2/J DEFGRID3
* xyz 1 1
C -0.35368 -1.38555 1.32832
C -0.16838 1.45269 -0.70279
C 1.07659 0.57604 -0.85074
N 1.49376 -0.07729 0.31630
N -1.51952 -1.35248 0.78186
Cl -0.15399 -2.05358 2.77933
H -0.11268 2.41605 -1.40052
H -0.98057 0.79207 -0.98862
H -0.50730 1.66193 0.34337
H 0.92843 0.05257 -1.83144
H 2.12912 1.23677 -1.01567
H 2.08475 -0.82247 0.01096
H -1.61841 -0.81589 -0.16220
H -2.29815 -1.68085 1.39183
*
```

Summary:
- HOMO-LUMO gap (alpha / beta): 7.5817 / 9.1543 eV
- Energy above the lowest of the compared OMol25 structures with the same formula, charge and spin: 5.405 eV
- HOMO level (alpha / beta): -0.5184 / -0.5371 Eh


Here is a molecular structure, ClH8LiO4 from the Open Molecules 2025 dataset. Energies are from the ωB97M-V functional and the def2-TZVPD basis.

```
! wB97M-V def2-TZVPD RIJCOSX def2/J DEFGRID3
* xyz 0 1
Li -0.04010 0.25200 -2.23110
Cl -0.35268 0.37350 -0.48984
O 1.30078 -1.17480 0.54454
H 0.63982 -0.62664 0.12158
H 1.82478 -1.51983 -0.17839
O 2.19160 1.06922 -1.08284
H 1.27988 0.79921 -1.19282
H 2.46425 0.66407 -0.25959
O -0.86052 0.88323 1.75117
H -0.46731 0.03224 1.94468
H -0.85523 0.93832 0.79557
O -2.68110 -0.74872 -0.06453
H -2.00254 -0.24943 -0.51894
H -2.44163 -0.69238 0.86051
*
```

Summary:
- HOMO-LUMO gap: 9.2154 eV
- Energy above the lowest of the compared OMol25 structures with the same formula, charge and spin: 6.094 eV
- HOMO level: -0.3894 Eh


Here is a single C2H3FO2 molecule from the Open Molecules 2025 dataset. Energies are from the ωB97M-V functional and the def2-TZVPD basis.

```
! wB97M-V def2-TZVPD RIJCOSX def2/J DEFGRID3
* xyz 0 1
C -0.07899 -0.50397 0.19260
C 0.46599 0.20483 -0.88202
O -0.07263 0.55215 1.22436
O -1.23749 0.88159 1.83095
F 1.70313 0.00923 -1.34259
H -1.11834 -0.61227 -0.08782
H 0.39030 -1.46782 0.55972
H -0.05198 0.93626 -1.49520
*
```

Summary:
- HOMO-LUMO gap (alpha / beta): 10.5864 / 7.8739 eV
- Energy above the lowest of the compared OMol25 structures with the same formula, charge and spin: 6.431 eV
- HOMO level (alpha / beta): -0.3961 / -0.3196 Eh


Here is a molecular structure, C25H26MoN7O5S from the Open Molecules 2025 dataset. Energies are from the ωB97M-V functional and the def2-TZVPD basis.

```
! wB97M-V def2-TZVPD RIJCOSX def2/J DEFGRID3
* xyz 1 3
Mo 1.28804 0.09547 -1.31216
C 0.18075 1.66861 -3.76359
N 0.12355 1.74237 -2.27263
C -1.31024 1.77044 -1.84798
C 0.78529 2.96413 -1.76827
C 0.60391 4.19663 -2.36403
C 1.26887 5.30779 -1.86404
C 2.13008 5.17088 -0.78653
C 2.30690 3.93791 -0.17893
C 1.60312 2.83119 -0.63896
N 1.69296 1.51329 -0.11590
C 2.26181 1.19452 1.14738
C 2.23359 2.01090 2.27125
C 2.78809 1.56785 3.46281
C 3.36728 0.31109 3.54572
C 3.35671 -0.52691 2.43947
C 2.78872 -0.09689 1.25625
N 2.74486 -0.93882 0.04567
C 2.30420 -2.33018 0.35178
C 4.12573 -0.99791 -0.53142
H -0.50399 2.38414 -4.21605
H -0.11131 0.67260 -4.08648
H 1.18717 1.88410 -4.10430
H -1.80206 2.65404 -2.25475
H -1.37831 1.80918 -0.76333
H -1.82182 0.88319 -2.21760
H -0.04578 4.30463 -3.22458
H 1.12352 6.27380 -2.33085
H 2.67516 6.02911 -0.41713
H 3.00744 3.83856 0.63639
H 1.74644 2.97576 2.23449
H 2.75243 2.20928 4.33358
H 3.81744 -0.02635 4.46979
H 3.77737 -1.52213 2.52009
H 3.04591 -2.85402 0.95351
H 2.17705 -2.87209 -0.58287
H 1.36605 -2.31884 0.89919
H 4.81080 -1.43592 0.19385
H 4.46292 0.00273 -0.78135
H 4.12511 -1.61380 -1.42798
O -5.23993 -0.73668 4.04544
S -5.71947 -2.10580 4.09346
O -7.14072 -2.24362 4.29917
O -4.88629 -2.99454 4.90122
C -5.35258 -2.79272 2.43242
N -6.10971 -3.79366 1.95660
C -5.72360 -4.31819 0.79461
C -4.59872 -3.86667 0.11412
C -3.87875 -2.84553 0.70827
N -4.25267 -2.30586 1.86351
C -2.64809 -2.25005 0.17464
C -2.08518 -2.54911 -1.06601
C -0.94708 -1.89851 -1.47515
N -0.32454 -0.96523 -0.71674
C -0.85827 -0.70017 0.50986
C -1.99128 -1.30363 0.96919
H -6.33157 -5.12830 0.40749
H -4.31045 -4.31096 -0.83214
H -2.52761 -3.28330 -1.72421
H -0.50019 -2.11061 -2.43625
H -0.33301 0.02940 1.11505
H -2.39593 -1.05682 1.94534
O 1.65332 -1.15804 -2.93219
N 2.63264 -0.49544 -3.39843
O 2.81392 0.51373 -2.65877
*
```

Summary:
- HOMO-LUMO gap (alpha / beta): 2.9716 / 3.1531 eV
- Energy above the lowest of the compared OMol25 structures with the same formula, charge and spin: 0.070 eV
- <S²>: 2.11
- HOMO level (alpha / beta): -0.3303 / -0.3303 Eh


Here is 3 unconnected molecules or ions with the total composition C2H8BrO2 from the Open Molecules 2025 dataset. Energies are from the ωB97M-V functional and the def2-TZVPD basis.

```
! wB97M-V def2-TZVPD RIJCOSX def2/J DEFGRID3
* xyz -1 1
Br 30.71950 19.11180 -3.38068
C 27.91841 18.90968 -5.93181
O 29.13939 18.23829 -6.16117
H 28.05591 19.99501 -5.93492
H 27.24366 18.66391 -6.76221
H 27.40779 18.57276 -5.02346
H 29.74978 18.51015 -5.44610
C 27.44069 20.97896 -2.10693
O 28.72427 21.27293 -1.62145
H 27.46307 20.62050 -3.13631
H 26.91133 20.25944 -1.46065
H 26.80246 21.87453 -2.05862
H 29.35436 20.75180 -2.14838
*
```

Summary:
- HOMO-LUMO gap: 8.2900 eV
- Energy above the lowest of the compared OMol25 structures with the same formula, charge and spin: 0.000 eV
- HOMO level: -0.1639 Eh


Here is a molecular structure, C18H43BeBr2CaCl3NO15P4 from the Open Molecules 2025 dataset. Energies are from the ωB97M-V functional and the def2-TZVPD basis.

```
! wB97M-V def2-TZVPD RIJCOSX def2/J DEFGRID3
* xyz 1 1
C -6.67596 0.64950 2.10926
C -5.98317 -0.26265 3.24075
P -4.28424 -0.94148 2.73884
C -4.43520 -2.23525 1.37843
C -5.91711 -2.76444 1.10131
O -3.21847 -1.49249 4.02990
P -3.72198 -2.96409 4.78088
O -5.01065 -3.57259 4.22961
O -2.37061 -4.01812 4.66560
Br -0.88929 -2.96749 5.07450
O -3.96457 -2.83122 6.50026
P -5.55735 -3.42290 6.78136
O -5.54133 -5.15772 6.79905
Br -6.03853 -2.71260 8.89898
H -7.60597 1.11312 2.59314
H -7.04822 0.06917 1.20938
H -6.00063 1.47524 1.73050
H -6.67883 -1.07372 3.64630
H -5.80982 0.44240 4.12639
H -4.05186 -1.78677 0.39837
H -3.79410 -3.14212 1.63403
H -6.65985 -1.96357 0.80676
H -6.34207 -3.40942 1.94169
H -5.84073 -3.46977 0.19712
H -5.09911 -5.48592 5.98699
C 3.23102 -2.03131 4.70929
O 1.95138 -1.58195 5.14068
H 3.22934 -3.12104 4.67353
H 3.44007 -1.63809 3.71469
H 3.99644 -1.69413 5.41249
H 1.98022 -0.61857 5.16269
C 6.27345 -3.50407 1.44597
C 5.03861 -2.64451 1.41714
O 4.94716 -1.64502 2.10708
C 3.92015 -3.06765 0.50235
H 6.99363 -3.07950 2.14762
H 6.01651 -4.51277 1.77541
H 6.72802 -3.53549 0.45353
H 3.55894 -4.05691 0.78998
H 4.27022 -3.07980 -0.53214
H 3.09574 -2.35647 0.58487
C 5.06593 0.52402 0.32400
O 4.24003 1.55356 -0.20906
P 4.73988 2.48719 -1.39619
O 4.04881 2.27194 -2.69833
O 6.33685 2.36116 -1.43679
C 6.93847 1.36946 -2.26394
O 4.52682 3.93531 -0.77333
C 4.95611 5.05182 -1.54988
H 5.20629 -0.26947 -0.41368
H 6.03060 0.92331 0.64360
H 4.57002 0.10584 1.19506
H 6.24805 0.98075 -3.01611
H 7.29013 0.54606 -1.63976
H 7.79608 1.81255 -2.77046
H 4.50540 5.02863 -2.54399
H 6.04478 5.05103 -1.63421
H 4.64528 5.96430 -1.04287
Cl -4.56677 -0.71607 5.55252
C 1.92570 -0.11996 -2.98362
C 0.78544 -0.29023 -3.96165
C -0.11934 0.90240 -4.03489
O -1.35371 0.32116 -4.44408
C -1.35156 -0.95668 -3.96829
O -2.31032 -1.66589 -3.93386
O -0.10937 -1.31437 -3.53213
H 2.48311 -1.05470 -2.87743
H 2.61410 0.66765 -3.31419
H 1.55362 0.13662 -1.98774
H 1.17052 -0.56945 -4.94914
H 0.22221 1.64554 -4.75754
H -0.27408 1.39037 -3.06734
Be 4.28287 1.04801 -4.44811
Cl -7.41085 -3.42756 10.95135
Ca -8.16478 -4.38884 8.41454
C -1.76188 5.78416 -5.23150
C -0.81161 4.84224 -5.91949
O 0.39995 4.89956 -5.75778
N -1.34351 3.89876 -6.74714
C -2.74025 3.67534 -7.06229
H -1.18857 6.48613 -4.59758
H -2.31937 6.36208 -5.97142
H -2.44763 5.22442 -4.59317
H -0.65078 3.30142 -7.17453
H -3.00131 2.65622 -6.77050
H -2.87273 3.78475 -8.14028
H -3.39463 4.37481 -6.54764
Cl -0.55818 7.39559 -3.02328
*
```

Summary:
- HOMO-LUMO gap: 1.2156 eV
- HOMO level: -0.3250 Eh